Record 1
The following is a DFT calculation (ωB97M-V/def2-TZVPD) of one molecule with the formula C10H10N2O2 in a non-equilibrium geometry.

## Properties
- 2S+1 = 1
- ΔE to the lowest compared entry with this formula, charge and spin (kJ/mol) = 284.03
- maximum force (hartree/bohr) = 0.060
- HOMO energy (Eh) = -0.31140
- E (eV) = -17605.5980
- Kohn-Sham gap (eV) = 8.94

Cartesian coordinates (Å):
O: 2.480 -1.283 -0.296
O: 2.440 1.248 -0.221
N: 0.196 -1.356 0.103
N: 0.138 1.439 -0.080
C: 2.510 -2.630 0.211
C: 1.226 0.777 -0.317
C: -2.332 -1.390 -0.145
C: 2.455 2.658 0.122
C: -1.087 -0.707 -0.033
C: -3.589 0.665 0.103
C: -3.572 -0.774 -0.154
C: 1.278 -0.677 -0.136
C: -2.364 1.412 0.047
C: -1.111 0.730 -0.105
H: 2.155 -3.352 -0.514
H: -2.316 2.501 0.061
H: 3.564 -2.796 0.244
H: -4.439 -1.358 -0.558
H: 2.387 2.690 1.181
H: 3.407 2.988 -0.344
H: 1.883 -2.556 1.158
H: 1.541 3.076 -0.334
H: -4.493 1.202 0.195
H: -2.357 -2.509 -0.188

Record 2
The following is a DFT calculation (ωB97M-V/def2-TZVPD) of C26H50Cl4IrO2P2Si2 as an isolated structure in a non-equilibrium geometry.

## Properties
- 2S+1 = 6
- maximum force (hartree/bohr) = 0.122
- HOMO energy (spin up / spin down) (Eh) = -0.12405 / -0.30923
- E (eV) = -119126.1721
- Kohn-Sham gap (spin up / spin down) (eV) = 3.51 / 6.05

Cartesian coordinates (Å):
Ir: 0.307 -0.054 0.347
Cl: 1.695 -4.436 -1.676
Cl: -3.316 -1.095 4.395
Cl: -3.697 1.386 2.960
Cl: -4.394 -1.227 1.734
P: 2.014 -0.131 1.829
P: -1.661 -1.153 -1.751
Si: -2.918 1.709 -1.677
Si: 1.008 2.771 2.410
O: -0.916 0.168 2.922
O: -1.612 -0.824 1.034
C: -1.802 -0.355 2.224
C: 2.117 -2.776 -1.242
C: 0.038 1.278 -1.351
C: -0.974 2.620 0.238
C: 1.056 1.657 -0.380
C: -2.038 -3.473 -0.246
C: -1.250 -0.930 -3.575
C: -3.286 -0.347 2.804
C: 2.709 -1.492 4.208
C: 0.347 2.404 0.698
C: -3.204 -0.155 -1.571
C: 3.674 0.386 1.136
C: 4.112 -0.493 -0.027
C: -1.207 1.961 -0.980
C: 1.060 -2.633 2.711
C: 2.391 4.015 2.169
C: -2.363 -1.397 -4.512
C: -2.307 -2.898 -1.639
C: 1.705 1.157 3.101
C: -3.008 2.366 -3.422
C: -0.352 3.466 3.493
C: 2.293 -1.729 2.755
C: -3.790 -3.023 -1.972
C: 0.066 -1.641 -3.909
C: 4.782 0.433 2.187
C: -4.238 2.536 -0.642
H: -2.050 -1.183 -5.544
H: -2.637 3.402 -3.411
H: -2.334 -4.532 -0.225
H: 2.021 4.840 1.544
H: 3.355 -0.565 -0.814
H: -3.659 -0.394 -0.591
H: 4.952 -0.548 2.646
H: 4.616 1.159 2.991
H: -1.709 -3.460 -2.373
H: -2.405 1.784 -4.130
H: 3.497 1.409 0.773
H: 0.080 3.815 4.441
H: -1.108 0.154 -3.704
H: 0.968 0.778 3.823
H: 2.714 4.441 3.129
H: -2.628 -2.920 0.499
H: -2.504 -2.484 -4.436
H: 0.255 -2.176 3.304
H: 1.268 -2.067 -1.273
H: 2.632 1.389 3.648
H: 4.344 -1.510 0.317
H: -4.403 -2.485 -1.237
H: -3.993 3.598 -0.504
H: -4.073 -4.083 -1.932
H: 3.263 3.573 1.670
H: 0.310 -1.460 -4.966
H: 5.721 0.722 1.696
H: -4.320 2.066 0.348
H: -0.979 -3.417 0.033
H: 0.281 0.792 -2.293
H: 2.908 -2.465 4.672
H: 2.563 -2.751 -0.241
H: 3.609 -0.878 4.319
H: -0.024 -2.727 -3.767
H: -1.125 2.716 3.712
H: -3.323 -0.888 -4.354
H: -4.056 2.373 -3.755
H: 0.687 -2.801 1.694
H: 3.138 -2.200 2.227
H: 1.285 -3.612 3.156
H: 2.125 1.691 -0.587
H: -3.945 -0.435 -2.338
H: -4.029 -2.661 -2.977
H: 0.909 -1.280 -3.307
H: 5.028 -0.095 -0.487
H: 2.884 -2.467 -1.960
H: -5.210 2.471 -1.155
H: -0.846 4.323 3.016
H: -1.714 3.223 0.765
H: 1.907 -1.015 4.784

Record 3
The following is a DFT calculation (ωB97M-V/def2-TZVPD) of an isolated ion of composition C3H4NO and charge +1 in a non-equilibrium geometry.

## Properties
- 2S+1 = 1
- ΔE to the lowest compared entry with this formula, charge and spin (kJ/mol) = 666.35
- charge = +1
- maximum force (hartree/bohr) = 0.094
- HOMO energy (spin up / spin down) (Eh) = -0.47828 / -0.47842
- E (eV) = -6697.7640
- Kohn-Sham gap (spin up / spin down) (eV) = 7.67 / 7.68

Cartesian coordinates (Å):
O: 1.464 -0.240 -0.105
N: -0.792 0.364 -0.418
C: -1.212 1.329 0.122
C: 0.369 -0.899 0.156
C: 2.224 0.540 -0.416
H: -1.293 1.957 1.035
H: -0.014 -1.022 1.163
H: 0.340 -1.880 -0.279
H: -1.084 -0.148 -1.259

Record 4
The following is a DFT calculation (ωB97M-V/def2-TZVPD) of a 10-piece molecular cluster, C57H43NO23S overall in a non-equilibrium geometry.

## Properties
- 2S+1 = 1
- maximum force (hartree/bohr) = 0.022
- HOMO energy (Eh) = -0.35845
- E (eV) = -119208.7602
- Kohn-Sham gap (eV) = 7.84

Cartesian coordinates (Å):
S: 1.441 5.097 1.316
O: 4.816 -3.714 -11.648
O: -8.494 -6.642 3.935
O: -4.941 2.418 4.765
O: 0.315 4.763 2.472
O: 2.758 4.726 2.176
O: -3.873 2.402 -0.427
O: -2.685 5.943 4.898
O: -1.818 7.500 1.810
O: 5.848 -2.352 -6.638
O: 0.188 -10.866 3.031
O: 3.964 -12.262 -0.409
O: 6.932 7.348 3.229
O: -1.082 6.288 1.573
O: -0.333 -8.098 -0.637
O: 4.102 0.770 -4.049
O: 1.317 3.990 0.405
O: -4.798 -7.880 0.356
O: 1.290 -3.715 -4.021
O: -0.517 1.348 -2.760
O: -2.857 -3.677 -2.069
O: 9.071 10.947 -0.016
O: -7.494 5.459 7.046
O: -4.274 4.936 -1.737
N: 3.773 8.154 2.965
C: -3.506 3.106 3.030
C: -3.997 5.037 6.630
C: -1.376 2.174 -2.524
C: -4.116 2.404 0.760
C: 4.084 -1.559 -4.389
C: 3.126 -12.410 1.784
C: -4.697 2.408 3.575
C: 3.374 -2.683 -4.377
C: -2.686 2.133 -3.221
C: 2.014 -0.258 -3.676
C: -6.168 6.398 5.343
C: 5.052 -3.402 -10.502
C: 6.364 -2.821 -10.115
C: 4.300 -3.245 -8.170
C: -2.328 -6.859 -0.590
C: -2.275 -4.690 -1.742
C: -6.809 -6.751 0.816
C: 3.456 -0.255 -4.038
C: -7.737 -6.438 1.715
C: -3.783 5.850 5.414
C: -4.957 6.522 4.809
C: 1.937 -2.683 -4.021
C: -5.555 -8.089 2.575
C: -0.224 -6.031 -1.761
C: -7.648 -6.926 3.117
C: 8.771 7.981 1.906
C: -5.647 -7.600 1.177
C: 3.240 5.771 3.026
C: -3.630 3.033 -2.962
C: -6.390 5.578 6.564
C: 6.683 9.416 2.120
C: 8.578 10.126 0.727
C: 4.040 -3.585 -9.429
C: -3.411 4.117 -1.969
C: 2.179 -12.059 2.648
C: 7.417 8.176 2.485
C: -1.152 3.254 -1.532
C: -0.857 -4.918 -2.120
C: 1.019 -10.712 0.831
C: 9.310 8.884 1.092
C: 3.097 -11.940 0.374
C: 1.969 -11.065 -0.032
C: -3.235 3.107 1.728
C: 1.050 -11.182 2.239
C: 1.311 -1.387 -3.670
C: 7.225 10.318 1.306
C: -0.532 5.838 2.797
C: -2.098 4.155 -1.276
C: -5.207 4.909 7.163
C: 3.531 7.083 2.344
C: 5.612 -2.665 -7.786
C: -2.958 -5.745 -0.951
C: -0.909 -7.082 -0.971
C: -6.483 -7.776 3.475
C: 6.623 -2.480 -8.857
C: -5.578 1.703 2.609
C: -5.309 1.702 1.306
H: -8.595 -5.821 1.479
H: 7.084 -2.696 -10.914
H: -2.876 3.614 3.749
H: -0.198 3.270 -1.020
H: 0.809 -6.220 -2.025
H: 0.259 -1.407 -3.411
H: -1.961 4.951 -0.553
H: -5.393 4.310 8.046
H: 0.194 -10.071 0.550
H: -3.124 4.551 7.045
H: -6.440 1.201 3.029
H: 3.722 8.003 3.977
H: 0.024 6.650 3.295
H: 5.697 9.528 2.551
H: -3.991 -5.553 -0.691
H: -5.936 1.197 0.582
H: -6.852 -6.409 -0.210
H: 5.133 -1.534 -4.645
H: -2.373 3.613 1.310
H: 3.808 -3.644 -4.627
H: -4.696 -8.706 2.810
H: 1.569 0.694 -3.422
H: -1.394 7.898 2.588
H: 3.092 -4.009 -9.735
H: 6.712 11.229 1.024
H: 3.578 -3.369 -7.372
H: 2.178 -12.387 3.680
H: 3.568 7.112 1.254
H: 1.967 -10.734 -1.062
H: 7.570 -2.056 -8.549
H: 2.551 5.945 3.860
H: -4.594 3.025 -3.453
H: -6.439 -8.119 4.500
H: 4.173 5.397 3.452
H: -0.373 -4.141 -2.698
H: 3.958 -13.048 2.056
H: -4.765 7.106 3.917
H: -7.043 6.875 4.922
H: -2.822 1.334 -3.938
H: -1.312 5.455 3.445
H: -2.803 -7.640 -0.014
H: 10.294 8.766 0.658
H: 9.283 7.069 2.186

Record 5
The following is a DFT calculation (ωB97M-V/def2-TZVPD) of one molecule with the formula C7H6BrClN4 in a non-equilibrium geometry.

## Properties
- 2S+1 = 1
- ΔE to the lowest compared entry with this formula, charge and spin (kJ/mol) = 60.99
- maximum force (hartree/bohr) = 0.092
- HOMO energy (Eh) = -0.29128
- E (eV) = -95878.2526
- Kohn-Sham gap (eV) = 7.84

Cartesian coordinates (Å):
Br: 0.923 -1.611 3.303
Cl: 0.106 2.549 -0.394
N: -1.783 -1.231 2.391
N: -1.856 -0.529 0.346
N: 0.270 -0.057 -0.198
N: 0.333 1.089 -2.577
C: -0.478 -1.018 2.035
C: -0.410 1.419 -1.600
C: -2.567 -0.878 1.365
C: 1.654 1.094 -2.404
C: 2.260 0.290 -1.469
C: 1.543 -0.273 -0.391
C: -0.535 -0.587 0.722
H: -1.514 1.265 -1.577
H: 3.414 0.438 -1.254
H: -3.624 -1.192 1.317
H: 2.231 1.479 -3.243
H: -1.971 -1.250 3.465
H: 2.006 -0.998 0.162

Record 6
The following is a DFT calculation (ωB97M-V/def2-TZVPD) of a 6-piece molecular cluster, C52H67F41O13S3 overall in a non-equilibrium geometry.

## Properties
- 2S+1 = 1
- maximum force (hartree/bohr) = 0.206
- HOMO energy (Eh) = -0.32550
- E (eV) = -225523.1514
- Kohn-Sham gap (eV) = 6.86

Cartesian coordinates (Å):
S: -1.937 0.088 4.282
S: -5.501 -3.399 3.504
S: -3.272 -2.654 0.784
F: -6.302 7.075 -1.338
F: 4.753 6.576 1.614
F: -1.234 -7.393 6.162
F: 3.378 4.739 1.293
F: 0.830 7.831 -6.671
F: -2.382 8.344 -2.813
F: -0.425 0.955 4.487
F: 7.048 5.302 0.330
F: 2.775 6.318 -0.871
F: -0.237 -10.807 6.205
F: -1.267 6.508 -5.125
F: -0.254 -8.420 4.520
F: 10.867 -3.434 0.304
F: 8.178 0.208 -0.182
F: -1.796 8.365 -6.128
F: 1.020 -10.600 4.229
F: 2.018 4.253 -3.891
F: 2.792 3.472 -0.364
F: 1.862 -10.348 7.073
F: 9.452 -1.971 -0.473
F: 0.241 5.479 -3.698
F: 10.294 -1.720 2.371
F: 12.261 -1.252 1.589
F: 6.253 -1.341 0.989
F: -6.946 8.043 0.491
F: -2.179 -9.970 5.691
F: 7.198 1.235 1.460
F: 4.947 6.282 -0.711
F: 0.111 5.393 -6.670
F: -0.214 3.535 -5.582
F: 0.606 9.523 -5.329
F: -4.578 5.671 -1.991
F: 8.195 -2.178 1.503
F: -2.509 7.397 -0.863
F: -6.204 5.259 0.718
F: 3.829 -9.881 6.292
F: 2.434 -12.062 5.006
F: -2.601 5.570 -2.894
F: 7.634 4.608 2.302
F: 6.731 7.241 2.232
F: -4.148 5.853 0.314
O: -2.127 -3.530 0.123
O: -3.015 1.136 4.774
O: -6.396 0.116 2.831
O: -4.916 8.520 -0.289
O: -5.337 -4.935 3.481
O: -1.871 -0.903 5.467
O: -3.529 -1.375 -0.267
O: 2.147 -8.510 5.789
O: -4.503 -3.599 0.542
O: 4.953 3.579 0.163
O: 10.579 0.118 1.087
O: -6.453 -3.095 4.728
O: 2.045 6.289 -4.792
C: -1.224 -1.407 -2.071
C: 8.051 0.201 1.170
C: -1.012 7.832 -5.147
C: 0.570 2.978 2.315
C: -3.673 6.387 -2.690
C: -3.235 7.667 -1.978
C: -4.728 0.650 -1.764
C: -0.155 -1.385 -4.612
C: 0.458 8.162 -5.407
C: -4.005 -2.369 3.691
C: 2.276 -10.739 4.727
C: -4.368 8.638 -1.608
C: -1.023 -9.723 6.371
C: -2.216 -0.592 2.585
C: -0.094 -0.721 -3.092
C: 6.547 4.973 1.549
C: -2.925 -4.787 -6.216
C: -0.267 1.789 1.480
C: -2.298 3.144 0.660
C: 5.884 6.172 2.228
C: -0.381 -8.428 5.872
C: 1.458 7.542 -4.419
C: 2.504 -9.878 5.977
C: -2.263 -5.395 4.413
C: -2.691 -0.189 -0.054
C: -5.349 6.318 0.747
C: -3.503 -6.888 -4.513
C: -1.197 -0.588 -0.620
C: 10.937 -1.250 1.275
C: 10.708 -2.110 0.025
C: -1.879 1.873 1.636
C: -0.832 -3.996 -4.589
C: 7.409 -1.094 1.669
C: -5.484 -0.055 1.833
C: 0.714 4.494 -5.850
C: -2.757 0.485 1.430
C: 3.753 4.341 0.054
C: 0.978 -8.080 6.499
C: 9.411 0.548 1.796
C: -2.930 -2.109 2.517
C: 0.445 -2.920 -4.681
C: -2.168 -4.721 3.061
C: -5.870 7.474 -0.117
C: -1.657 -3.131 2.947
C: -1.308 -4.556 -6.054
C: 3.861 5.500 -0.946
C: 1.231 5.141 -4.558
C: -3.695 -5.283 -4.857
C: -3.295 0.767 -1.296
C: -3.583 -7.113 -2.885
C: 5.662 3.726 1.400
C: -4.299 1.037 1.710
H: -3.741 -8.236 -2.589
H: 9.459 0.277 2.860
H: -4.860 -5.138 -5.060
H: -2.284 -1.498 -2.547
H: -1.287 -9.643 7.432
H: 2.977 -10.474 3.932
H: -1.347 8.267 -4.198
H: 9.482 1.643 1.792
H: 1.675 2.572 2.466
H: 7.145 -1.014 2.730
H: -2.071 2.385 2.702
H: 2.310 8.232 -4.367
H: -3.458 -4.661 -3.894
H: -0.831 -2.522 -1.906
H: -4.482 -6.497 -2.442
H: -0.548 -1.230 0.110
H: -5.653 1.012 -1.139
H: 6.338 2.862 1.426
H: -1.470 -5.234 5.277
H: 0.253 0.792 1.778
H: -5.155 8.668 -2.374
H: -0.140 0.449 -3.091
H: -1.276 -1.406 -4.966
H: -4.688 1.762 0.842
H: -2.589 -6.728 -2.357
H: 0.047 3.247 3.340
H: 1.050 -6.986 6.494
H: -3.498 -3.849 -6.648
H: -3.439 -2.795 4.655
H: -2.628 1.538 -1.891
H: -1.658 4.066 1.074
H: -6.245 -2.946 2.367
H: -0.712 -5.523 -6.347
H: -5.226 6.627 1.787
H: 0.956 -1.071 -2.644
H: -0.731 -3.002 2.226
H: -1.008 -3.730 -6.855
H: 1.250 -3.111 -3.842
H: -3.151 -6.149 4.553
H: -1.115 -0.832 2.176
H: -1.675 -3.411 -3.997
H: -4.863 0.137 -2.826
H: -2.508 -7.323 -4.956
H: -0.474 -4.936 -3.946
H: -5.699 -0.978 1.125
H: -3.057 -5.662 -7.014
H: 5.650 5.946 3.275
H: 0.964 -3.082 -5.733
H: 3.937 5.130 -1.971
H: -1.921 3.021 -0.458
H: 11.409 -1.845 -0.770
H: -1.245 -2.908 4.018
H: -4.425 -7.452 -5.002
H: 1.529 4.030 -6.412
H: -2.401 -5.299 2.068
H: -0.686 0.449 -0.921
H: 0.664 3.948 1.625
H: -4.365 1.740 2.674
H: 5.001 3.580 2.266
H: 1.026 -8.352 7.562
H: 1.066 7.516 -3.393
H: -4.096 6.614 -3.676
H: -3.406 3.495 0.758
H: -3.931 9.644 -1.628
H: -4.402 -1.303 4.061
H: -0.019 2.067 0.345
H: 0.485 -0.729 -5.342

Record 7
The following is a DFT calculation (ωB97M-V/def2-TZVPD) of a 2-piece molecular cluster, CH6N2O overall in a non-equilibrium geometry.

## Properties
- 2S+1 = 1
- ΔE to the lowest compared entry with this formula, charge and spin (kJ/mol) = 256.79
- maximum force (hartree/bohr) = 0.025
- HOMO energy (Eh) = -0.32045
- E (eV) = -6159.8344
- Kohn-Sham gap (eV) = 9.20

Cartesian coordinates (Å):
O: -1.757 0.252 -1.598
N: 1.269 0.726 -0.146
N: 1.543 -0.029 1.048
C: -1.898 -0.442 -0.628
H: 0.441 0.385 -0.613
H: -2.625 -1.279 -0.659
H: 1.715 0.660 1.767
H: 0.682 -0.515 1.326
H: -1.382 -0.278 0.316
H: 2.012 0.520 -0.813

Copy entry 1 word for word.
The following is a DFT calculation (ωB97M-V/def2-TZVPD) of one molecule with the formula C10H10N2O2 in a non-equilibrium geometry.

## Properties
- 2S+1 = 1
- ΔE to the lowest compared entry with this formula, charge and spin (kJ/mol) = 284.03
- maximum force (hartree/bohr) = 0.060
- HOMO energy (Eh) = -0.31140
- E (eV) = -17605.5980
- Kohn-Sham gap (eV) = 8.94

Cartesian coordinates (Å):
O: 2.480 -1.283 -0.296
O: 2.440 1.248 -0.221
N: 0.196 -1.356 0.103
N: 0.138 1.439 -0.080
C: 2.510 -2.630 0.211
C: 1.226 0.777 -0.317
C: -2.332 -1.390 -0.145
C: 2.455 2.658 0.122
C: -1.087 -0.707 -0.033
C: -3.589 0.665 0.103
C: -3.572 -0.774 -0.154
C: 1.278 -0.677 -0.136
C: -2.364 1.412 0.047
C: -1.111 0.730 -0.105
H: 2.155 -3.352 -0.514
H: -2.316 2.501 0.061
H: 3.564 -2.796 0.244
H: -4.439 -1.358 -0.558
H: 2.387 2.690 1.181
H: 3.407 2.988 -0.344
H: 1.883 -2.556 1.158
H: 1.541 3.076 -0.334
H: -4.493 1.202 0.195
H: -2.357 -2.509 -0.188